Record 1
The following is a quantum chemistry calculation of a 2-piece molecular cluster, C20H37BBr2ClF6N2O5P overall, from the OMol25 dataset.

Each line ends with the Löwdin charge.
Positions of all 75 atoms, in Å:
1 C 5.900 -1.744 2.184  -0.093
2 C 4.732 -1.474 1.239  -0.224
3 C 4.024 -2.756 0.861  -0.231
4 O 3.042 -2.480 -0.155  -0.156
5 C 1.766 -3.081 -0.015  -0.465
6 P 2.079 -4.981 -0.088  0.951
7 N 1.672 -5.354 1.510  -0.150
8 O 0.711 -5.442 -0.905  -0.293
9 C 0.992 -2.468 1.159  -0.071
10 C 0.183 -1.324 0.543  -0.258
11 C -0.842 -0.684 1.469  -0.157
12 C -1.238 0.693 0.944  -0.207
13 C -2.476 1.341 1.537  -0.818
14 F -2.188 1.777 2.792  0.010
15 Br -3.977 0.109 1.677  0.866
16 C -2.955 2.557 0.710  -0.952
17 F -3.430 2.122 -0.478  0.016
18 F -3.941 3.179 1.356  0.062
19 Br -1.518 3.793 0.375  0.958
20 C -0.298 -1.946 -0.780  -0.165
21 C -1.372 -3.022 -0.578  -0.111
22 C -2.528 -3.042 -1.604  -0.240
23 C -3.924 -3.195 -0.988  -0.575
24 Cl -5.019 -1.858 -1.423  0.558
25 N 1.054 -2.483 -1.249  0.112
26 B 1.258 -3.164 -2.641  -0.492
27 O 2.545 -3.419 -2.945  0.208
28 C 0.076 -3.507 -3.584  -0.127
29 C 0.491 -3.473 -5.064  -0.084
30 H 5.562 -1.897 3.209  0.079
31 H 6.584 -0.897 2.196  0.078
32 H 6.478 -2.614 1.866  0.076
33 H 5.078 -0.984 0.326  0.118
34 H 4.012 -0.802 1.711  0.114
35 H 4.729 -3.491 0.463  0.123
36 H 3.537 -3.198 1.737  0.117
37 H 0.718 -5.663 1.664  0.060
38 H 2.317 -6.016 1.922  0.046
39 H 0.946 -5.993 -1.663  0.067
40 H 1.696 -2.094 1.901  0.131
41 H 0.351 -3.185 1.671  0.121
42 H 0.905 -0.533 0.291  0.161
43 H -0.356 -0.556 2.440  0.137
44 H -1.712 -1.315 1.644  0.064
45 H -1.334 0.700 -0.145  0.122
46 H -0.433 1.390 1.182  0.100
47 H -0.628 -1.169 -1.470  0.163
48 H -1.781 -2.910 0.425  0.106
49 H -0.893 -3.999 -0.597  0.099
50 H -2.373 -3.879 -2.285  0.099
51 H -2.516 -2.142 -2.222  0.091
52 H -4.415 -4.100 -1.336  0.068
53 H -3.886 -3.228 0.099  0.062
54 H 1.625 -1.628 -1.318  0.183
55 H 3.228 -2.758 -2.787  0.137
56 H -0.285 -4.511 -3.329  0.116
57 H -0.753 -2.816 -3.421  0.093
58 H 0.865 -2.487 -5.343  0.084
59 H -0.373 -3.662 -5.701  0.081
60 H 1.262 -4.208 -5.285  0.080
61 C -2.397 6.969 1.660  -0.123
62 C -2.939 8.389 1.582  -0.307
63 O -1.972 9.385 1.787  -0.130
64 C -1.141 9.716 0.594  -0.541
65 O -1.743 9.727 -0.540  -0.150
66 C 0.116 8.772 0.572  -0.536
67 F 0.620 8.443 1.795  0.083
68 F 1.131 9.404 -0.072  0.089
69 F -0.043 7.595 -0.082  0.078
70 H -1.703 6.865 2.498  0.077
71 H -3.219 6.258 1.795  0.053
72 H -1.874 6.703 0.746  0.015
73 H -3.685 8.528 2.373  0.104
74 H -3.440 8.549 0.621  0.105
75 H -0.687 10.669 0.966  0.135

The relative energy (zero: lowest compared OMol25 entry of this formula, charge and spin) is 0.0 kcal/mol. As for the multiplicity: 1. The HOMO-LUMO gap comes out at 3.37 eV.


Record 2
The following is a quantum chemistry calculation of a 7-piece molecular cluster, C38H112Cl2N18O6P6 overall in a non-equilibrium geometry, from the OMol25 dataset.

Each line ends with the Löwdin charge.
Positions of all 182 atoms, in Å:
1 C 0.398 3.211 -3.183  -0.108
2 N -0.873 3.774 -2.734  -0.334
3 C -1.211 5.003 -3.440  -0.078
4 P -1.414 3.474 -1.226  0.523
5 O -0.467 2.616 -0.414  -0.307
6 N -1.865 4.700 -0.232  -0.294
7 C -2.924 5.647 -0.441  -0.128
8 C -0.986 5.306 0.724  -0.109
9 N -2.816 2.724 -1.652  -0.296
10 C -2.940 2.225 -3.039  -0.081
11 C -3.769 2.282 -0.658  -0.109
12 H 0.600 3.255 -4.280  0.076
13 H 0.472 2.232 -2.789  0.040
14 H 1.242 3.724 -2.654  0.087
15 H -1.066 4.839 -4.516  0.098
16 H -0.555 5.751 -3.065  0.076
17 H -2.211 5.243 -3.161  0.058
18 H -3.613 5.518 0.450  0.100
19 H -2.650 6.665 -0.477  0.068
20 H -3.550 5.453 -1.339  0.087
21 H -0.411 6.173 0.361  0.094
22 H -1.652 5.709 1.538  0.086
23 H -0.257 4.597 1.116  0.059
24 H -2.477 1.209 -3.171  0.089
25 H -4.033 2.145 -3.092  0.089
26 H -2.584 2.859 -3.832  0.058
27 H -3.356 2.610 0.310  0.056
28 H -3.918 1.179 -0.587  0.076
29 H -4.741 2.771 -0.879  0.092
30 C 4.813 -1.175 0.434  -0.123
31 N 4.008 -1.511 -0.684  -0.305
32 C 3.478 -2.856 -0.653  -0.110
33 P 3.890 -0.675 -2.084  0.546
34 O 2.911 -1.448 -2.963  -0.332
35 N 3.683 0.888 -1.701  -0.303
36 C 3.991 1.969 -2.633  -0.084
37 C 2.792 1.395 -0.680  -0.082
38 N 5.366 -0.694 -2.899  -0.324
39 C 6.524 -0.173 -2.243  -0.139
40 C 5.622 -1.719 -3.834  -0.129
41 H 5.258 -0.218 0.329  0.058
42 H 5.625 -1.869 0.535  0.082
43 H 4.246 -1.186 1.373  0.087
44 H 4.198 -3.626 -1.055  0.105
45 H 2.662 -2.860 -1.361  0.055
46 H 3.139 -3.050 0.375  0.075
47 H 3.040 2.210 -3.103  0.067
48 H 4.432 2.855 -2.138  0.100
49 H 4.726 1.615 -3.366  0.079
50 H 2.367 0.675 -0.022  0.069
51 H 3.281 2.195 -0.138  0.088
52 H 1.998 1.894 -1.280  0.060
53 H 6.326 0.553 -1.454  0.068
54 H 7.122 -0.952 -1.738  0.089
55 H 7.118 0.329 -3.035  0.095
56 H 6.313 -2.422 -3.485  0.062
57 H 5.879 -1.284 -4.791  0.084
58 H 4.717 -2.352 -3.951  0.088
59 C 1.816 0.091 6.990  -0.151
60 N 2.201 -1.069 6.248  -0.310
61 C 3.571 -0.984 5.846  -0.126
62 P 1.232 -2.124 5.405  0.449
63 O 1.794 -3.456 5.349  -0.255
64 N -0.213 -2.047 6.237  -0.278
65 C -0.136 -2.447 7.654  -0.104
66 C -1.389 -2.618 5.492  -0.071
67 N 0.979 -1.520 3.913  -0.297
68 C 0.633 -2.444 2.884  -0.132
69 C 0.680 -0.172 3.623  -0.118
70 H 2.289 0.025 8.010  0.105
71 H 0.740 0.150 7.066  0.050
72 H 2.131 1.042 6.458  0.095
73 H 4.193 -0.896 6.760  0.095
74 H 3.737 -0.058 5.287  0.077
75 H 3.996 -1.754 5.240  0.073
76 H 0.395 -1.686 8.233  0.064
77 H -1.163 -2.451 8.095  0.091
78 H 0.248 -3.444 7.748  0.075
79 H -1.442 -2.145 4.505  0.064
80 H -1.415 -3.650 5.340  0.060
81 H -2.262 -2.374 6.064  0.072
82 H 1.316 -2.372 2.014  0.093
83 H 0.587 -3.463 3.196  0.049
84 H -0.313 -2.070 2.513  0.038
85 H -0.363 0.129 3.735  0.072
86 H 1.115 -0.008 2.639  0.089
87 H 1.227 0.547 4.250  0.068
88 C -2.934 -5.333 -1.366  -0.107
89 N -1.489 -5.687 -1.052  -0.297
90 C -0.709 -5.935 -2.233  -0.116
91 P -1.355 -6.741 0.172  0.410
92 O -1.957 -8.050 0.043  -0.259
93 N 0.300 -6.807 0.300  -0.283
94 C 0.884 -8.115 0.629  -0.094
95 C 1.262 -5.704 0.430  -0.124
96 N -1.979 -5.932 1.450  -0.306
97 C -1.250 -4.766 1.887  -0.141
98 C -2.524 -6.712 2.550  -0.101
99 H -3.484 -5.140 -0.383  0.097
100 H -3.538 -6.145 -1.792  0.081
101 H -2.986 -4.433 -1.976  0.018
102 H 0.347 -5.951 -2.061  0.061
103 H -1.199 -5.195 -2.853  0.071
104 H -0.895 -6.944 -2.709  0.104
105 H 1.104 -8.122 1.683  0.077
106 H 0.133 -8.860 0.436  0.057
107 H 1.763 -8.325 -0.011  0.090
108 H 1.385 -5.360 1.456  0.065
109 H 2.247 -6.004 0.090  0.077
110 H 0.978 -4.795 -0.173  0.084
111 H -1.936 -4.141 2.432  0.077
112 H -0.421 -5.017 2.568  0.069
113 H -0.792 -4.208 1.030  0.078
114 H -2.919 -7.620 2.048  0.081
115 H -3.271 -6.121 3.069  0.076
116 H -1.772 -7.014 3.304  0.088
117 C -2.546 2.099 6.378  -0.067
118 N -1.648 3.305 6.424  -0.324
119 C -0.671 3.347 7.492  -0.103
120 P -1.622 4.328 5.118  0.474
121 O -0.533 5.318 5.272  -0.289
122 N -1.556 3.461 3.758  -0.275
123 C -0.160 3.145 3.345  -0.079
124 C -2.685 2.742 3.214  -0.115
125 N -3.199 4.959 5.053  -0.308
126 C -3.686 5.679 3.918  -0.129
127 C -3.802 5.344 6.346  -0.099
128 H -3.493 2.358 5.883  0.074
129 H -2.723 1.809 7.419  0.081
130 H -2.004 1.304 5.923  0.058
131 H -0.071 2.458 7.562  0.049
132 H -1.322 3.373 8.430  0.100
133 H -0.049 4.236 7.319  0.079
134 H -0.164 2.634 2.377  0.075
135 H 0.413 4.036 3.227  0.060
136 H 0.386 2.532 4.078  0.066
137 H -3.547 2.839 3.859  0.062
138 H -2.950 3.184 2.253  0.061
139 H -2.472 1.652 3.213  0.045
140 H -3.608 6.765 4.071  0.092
141 H -3.123 5.447 3.051  0.025
142 H -4.744 5.427 3.709  0.096
143 H -3.545 6.375 6.632  0.085
144 H -3.408 4.665 7.141  0.078
145 H -4.884 5.229 6.327  0.076
146 C -1.343 -1.325 -6.957  -0.112
147 N -1.181 0.101 -6.655  -0.293
148 C -2.441 0.818 -6.451  -0.115
149 P 0.072 1.121 -7.083  0.472
150 O 0.007 2.379 -6.288  -0.306
151 N 1.414 0.288 -6.787  -0.304
152 C 1.692 -0.433 -5.554  -0.113
153 C 2.611 0.694 -7.539  -0.098
154 N 0.081 1.543 -8.708  -0.306
155 C 0.018 0.455 -9.651  -0.145
156 C -0.743 2.718 -9.074  -0.090
157 H -0.342 -1.710 -7.289  0.086
158 H -1.994 -1.571 -7.824  0.078
159 H -1.806 -1.842 -6.120  0.077
160 H -2.336 1.766 -5.955  0.049
161 H -3.174 0.171 -5.920  0.091
162 H -2.862 0.965 -7.484  0.086
163 H 2.670 -0.051 -5.106  0.080
164 H 0.922 -0.179 -4.789  0.086
165 H 1.800 -1.519 -5.655  0.081
166 H 2.579 0.376 -8.578  0.058
167 H 2.823 1.786 -7.588  0.094
168 H 3.444 0.159 -7.042  0.083
169 H 0.618 -0.388 -9.390  0.054
170 H -1.103 0.203 -9.839  0.111
171 H 0.431 0.762 -10.646  0.092
172 H -1.786 2.406 -9.119  0.068
173 H -0.449 3.007 -10.078  0.079
174 H -0.623 3.513 -8.355  0.070
175 Cl -1.817 -2.111 -1.460  0.618
176 C -1.403 -0.435 -1.048  -0.654
177 C -1.119 -0.199 0.405  -0.619
178 Cl -2.503 -0.455 1.517  0.581
179 H -2.097 0.258 -1.453  0.012
180 H -0.506 -0.229 -1.578  0.060
181 H -0.898 0.852 0.465  0.020
182 H -0.320 -0.906 0.724  0.059

The relative energy (zero: lowest compared OMol25 entry of this formula, charge and spin) is 43.8 kcal/mol. Its SMILES is CN(C)P(=O)(N(C)C)N(C)C.CN(C)P(=O)(N(C)C)N(C)C.CN(C)P(=O)(N(C)C)N(C)C.CN(C)P(=O)(N(C)C)N(C)C.CN(C)P(=O)(N(C)C)N(C)C.CN(C)P(=O)(N(C)C)N(C)C.ClCCCl. As for the multiplicity: 1. The HOMO-LUMO gap comes out at 8.76 eV.


Record 3
The following is a quantum chemistry calculation of a 3-piece molecular cluster, C22H51N6O8P3 overall in a non-equilibrium geometry, from the OMol25 dataset.

Each line ends with the Löwdin charge.
Positions of all 90 atoms, in Å:
1 C -1.712 -8.963 -3.524  -0.096
2 C -1.230 -8.820 -1.930  -0.266
3 O -2.370 -8.468 -1.068  -0.232
4 C -1.799 -8.092 0.262  -0.153
5 C -1.845 -6.423 0.281  -0.170
6 O -1.478 -5.959 1.619  -0.168
7 C -2.289 -4.824 2.018  -0.165
8 C -1.849 -3.341 1.528  0.003
9 C -1.022 -2.264 2.140  -0.193
10 P -0.013 -2.435 3.747  0.906
11 C 0.558 -0.794 4.489  -0.329
12 O 1.499 -3.143 3.119  -0.377
13 C -1.303 -0.971 1.150  -0.187
14 O -0.920 0.313 1.246  -0.003
15 O -2.463 -1.366 0.280  0.008
16 C -2.234 -2.768 0.006  -0.193
17 O -2.061 -3.404 -1.163  0.030
18 H -2.893 -8.787 -3.520  0.092
19 H -1.142 -8.151 -4.146  0.075
20 H -1.509 -10.070 -3.887  0.079
21 H -0.406 -7.970 -1.815  0.125
22 H -0.805 -9.894 -1.645  0.129
23 H -2.530 -8.460 1.104  0.138
24 H -0.704 -8.486 0.419  0.135
25 H -2.908 -6.122 -0.097  0.138
26 H -1.063 -6.080 -0.530  0.134
27 H -2.396 -4.818 3.197  0.147
28 H -3.415 -4.939 1.654  0.149
29 H 1.113 -0.129 3.669  0.045
30 H 1.371 -0.984 5.343  0.074
31 H -0.338 -0.172 4.957  0.069
32 H 1.682 -2.649 2.246  0.064
33 C 5.585 1.062 -1.856  -0.119
34 N 5.268 1.298 -0.463  -0.361
35 C 5.994 2.468 0.031  -0.121
36 P 3.747 1.066 0.246  0.742
37 O 3.086 2.220 -0.547  -0.306
38 N 2.789 -0.157 -0.460  -0.310
39 C 3.220 -1.196 -1.379  -0.131
40 C 1.417 0.224 -0.823  -0.147
41 N 4.507 -0.262 1.157  -0.298
42 C 4.382 -0.001 2.595  -0.155
43 C 5.806 -0.882 0.908  -0.130
44 H 6.666 0.927 -1.970  0.086
45 H 5.262 1.888 -2.502  0.091
46 H 5.157 0.143 -2.239  0.049
47 H 6.333 2.285 1.057  0.071
48 H 5.362 3.363 0.039  0.073
49 H 6.889 2.698 -0.559  0.085
50 H 3.316 -0.820 -2.402  0.081
51 H 2.495 -2.013 -1.403  0.079
52 H 4.158 -1.666 -1.087  0.062
53 H 1.391 0.753 -1.781  0.084
54 H 0.975 0.867 -0.051  0.054
55 H 0.764 -0.653 -0.897  0.072
56 H 5.061 0.797 2.909  0.074
57 H 4.590 -0.898 3.188  0.081
58 H 3.360 0.310 2.837  0.057
59 H 6.641 -0.234 1.197  0.081
60 H 5.946 -1.176 -0.135  0.066
61 H 5.897 -1.810 1.485  0.091
62 C -2.170 4.225 1.256  -0.113
63 N -2.943 3.963 0.059  -0.354
64 C -3.403 2.573 0.048  -0.115
65 P -4.001 5.059 -0.680  0.735
66 O -5.009 5.037 0.495  -0.315
67 N -3.599 6.706 -0.492  -0.317
68 C -2.334 7.260 -0.041  -0.135
69 C -4.673 7.584 -0.007  -0.151
70 N -2.842 5.083 -2.031  -0.298
71 C -3.515 4.650 -3.260  -0.159
72 C -1.477 4.562 -2.041  -0.128
73 H -1.323 3.533 1.307  0.084
74 H -2.768 4.118 2.169  0.089
75 H -1.716 5.208 1.260  0.049
76 H -3.344 2.175 -0.971  0.075
77 H -4.442 2.489 0.384  0.073
78 H -2.794 1.915 0.679  0.061
79 H -2.236 7.215 1.048  0.079
80 H -2.250 8.310 -0.329  0.079
81 H -1.469 6.778 -0.492  0.062
82 H -4.780 7.518 1.080  0.077
83 H -5.631 7.320 -0.474  0.072
84 H -4.485 8.630 -0.272  0.076
85 H -3.701 3.572 -3.247  0.072
86 H -2.931 4.900 -4.152  0.078
87 H -4.481 5.157 -3.362  0.076
88 H -1.448 3.466 -2.063  0.081
89 H -0.883 4.903 -1.190  0.067
90 H -0.943 4.922 -2.929  0.090

Its SMILES is CCOCCOCC1=C(P(C)O)C(=O)OC1=O.CN(C)P(=O)(N(C)C)N(C)C.CN(C)P(=O)(N(C)C)N(C)C. As for the multiplicity: 1. The HOMO-LUMO gap comes out at 5.91 eV.